No. 1
A molecular structure, C7H8O2S. Source: the Open Molecules 2025 dataset; level of theory: ωB97M-V/def2-TZVPD.

The geometry in XYZ format:
```
18
Properties=species:S:1:pos:R:3:forces:R:3
C -1.452574 -0.457158 -1.066663 -0.80 -0.22 -0.80
C -1.816882 0.833175 -0.834473 0.32 -0.19 0.32
C -0.340365 -0.994146 -0.443979 4.14 3.80 4.94
C 0.613875 0.215572 0.794719 -2.59 -4.12 -4.00
C -1.167059 1.747188 0.151599 0.28 0.10 -0.14
C 0.353160 1.577964 0.272800 0.07 0.20 -0.06
C 1.506573 -2.244429 0.069042 1.07 0.73 0.32
O 2.306713 -0.975712 2.338095 0.45 -0.25 0.82
O 0.177991 -2.187113 -0.384535 -1.30 0.04 -0.78
S 2.152838 -0.626478 0.921965 -0.94 -0.28 -0.63
H -1.996207 -1.055216 -1.788761 -0.12 -0.01 -0.06
H -2.687507 1.220787 -1.342171 -0.11 -0.07 -0.13
H -1.404475 2.780886 -0.107219 -0.07 -0.04 0.04
H -1.602061 1.541201 1.138721 -0.04 -0.02 0.07
H 0.737841 2.323662 0.972912 -0.06 0.08 -0.03
H 0.836870 1.757877 -0.699263 -0.01 0.11 0.02
H 1.611270 -3.053112 0.792964 -0.04 0.18 0.07
H 2.170000 -2.404949 -0.785753 -0.21 -0.03 0.02
```
Forces are in eV/Å.

Gap between HOMO and LUMO (spin up / spin down) in eV: 6.09 / 7.34
LUMO level (spin up / spin down) in Ha: -0.0424 / -0.0243
ΔE to the lowest compared entry with this formula, charge and spin in kcal/mol: 126.36
Highest occupied orbital energy (spin up / spin down) in eV: -7.24 / -8.00
M in Da: 156.206

Charges in e, computed with natural (NBO), in the same order as the atoms: number 1, C, carries -0.394; number 2, C, carries -0.006; number 3, C, carries 0.459; number 4, C, carries -0.376; number 5, C, carries -0.454; number 6, C, carries -0.486; number 7, C, carries -0.249; number 8, O, carries -0.974; number 9, O, carries -0.459; number 10, S, carries 1.185; number 11, H, carries 0.230; number 12, H, carries 0.211; number 13, H, carries 0.223; number 14, H, carries 0.243; number 15, H, carries 0.231; number 16, H, carries 0.196; number 17, H, carries 0.224; number 18, H, carries 0.196



No. 2
A molecular structure, C21H33CaFN7O2S2. Source: the Open Molecules 2025 dataset; level of theory: ωB97M-V/def2-TZVPD.

The geometry in XYZ format:
```
67
Properties=species:S:1:pos:R:3:forces:R:3
Ca 0.072077 -0.387113 0.947598 0.20 0.77 0.12
N -2.176961 0.367496 3.439472 -1.43 1.78 -1.84
C -2.541761 1.329573 2.502259 1.44 -1.96 -0.09
N -3.623597 2.043448 2.719144 -0.02 0.77 0.18
C -3.934961 2.870751 1.722695 -0.73 0.10 -0.97
N -4.992167 3.714049 1.846285 2.19 -0.75 -2.40
N -3.319277 2.893122 0.486474 0.37 0.20 0.74
C -2.241006 2.131727 0.383742 -0.63 -0.64 1.22
N -1.818713 1.281851 1.350850 -0.15 0.94 -0.05
C -1.435944 2.154733 -0.871047 -0.60 1.04 -0.60
C -1.605158 3.211128 -1.791489 1.08 -0.84 0.07
C -0.766904 3.193302 -2.903668 -0.62 0.15 0.26
C 0.095943 2.132910 -3.147758 0.54 0.35 -0.03
C 0.226023 1.179521 -2.174496 -2.56 0.81 1.28
N -0.563073 1.187289 -1.046068 1.47 -0.71 -0.86
H -2.669647 0.523949 4.271528 -0.50 -0.06 1.54
H -1.208823 0.162160 3.497240 1.39 -0.32 0.06
H -5.512967 3.783712 2.669679 -0.81 0.15 1.05
H -5.166224 4.199080 0.963613 -0.42 0.06 0.96
H -2.295943 4.005198 -1.572367 -0.11 0.11 -0.08
H -0.771642 4.002053 -3.602637 -0.24 0.40 -0.32
H 0.720082 2.112963 -4.046913 -0.28 -0.02 0.39
H 0.822971 0.337511 -2.283642 1.22 -1.30 -0.05
F 4.559300 2.219078 -0.584406 0.00 0.10 -0.08
C 3.691503 1.787322 0.374523 0.98 -0.45 -0.54
C 4.057745 0.652132 1.087692 0.87 0.59 0.42
C 3.255801 0.196109 2.087361 -1.32 0.52 0.24
C 1.988540 0.810004 2.341201 -0.10 0.33 0.35
C 1.045651 0.199773 3.272235 -0.49 0.98 -0.58
C 1.674104 1.977151 1.586682 -0.76 0.11 -0.20
C 2.541939 2.463340 0.598527 -0.84 0.41 0.33
H 5.074659 0.284865 1.039400 0.01 -0.13 -0.46
H 3.573569 -0.581513 2.761467 0.08 -0.28 -0.06
H 0.564480 0.946446 3.920047 0.01 -0.10 -0.23
H 1.492534 -0.550205 3.876766 0.41 -0.74 0.52
H 0.713445 2.558421 1.713125 1.09 -0.91 0.24
H 2.309424 3.383652 0.061367 0.12 -0.29 0.04
C -3.299049 -3.681137 1.214597 0.37 -1.75 0.08
S -2.659224 -2.253373 2.012281 -1.20 -0.31 1.34
C -3.988428 -1.191322 1.460302 -0.19 -0.44 -0.75
O -1.412736 -1.984501 1.245344 0.85 0.45 -0.93
H -4.047223 -4.164530 1.872874 0.42 0.19 -0.39
H -2.414179 -4.356608 1.066209 -0.90 0.46 0.30
H -3.719838 -3.447389 0.243853 -0.09 0.12 -0.12
H -4.906281 -1.716983 1.807326 0.49 0.72 0.05
H -3.964752 -1.280271 0.360303 -0.06 0.37 0.29
H -3.850868 -0.164654 1.811784 -0.58 -0.79 -0.14
C 5.168988 -0.901145 -2.206087 -0.34 -0.37 -0.46
C 3.631652 -0.639389 -2.039163 1.64 -2.64 0.10
S 3.050320 -1.733253 -0.685054 0.31 -0.36 -0.73
O 1.627921 -1.311543 -0.391144 -0.17 -0.19 -0.22
C 2.922846 -3.278744 -1.690764 -0.80 1.03 -1.60
C 1.698299 -3.228130 -2.695859 0.89 -0.20 1.22
H 5.406764 -1.131646 -3.299677 0.01 0.84 1.59
H 5.453512 -1.797845 -1.655497 -0.10 -0.37 -0.08
H 5.777444 -0.143438 -1.676478 -0.34 0.02 -1.00
H 3.096676 -0.917268 -2.931052 -0.28 0.19 -0.26
H 3.432293 0.320441 -1.715331 -0.53 2.02 0.50
H 2.883190 -4.134513 -1.046307 -0.06 -0.28 0.51
H 3.849440 -3.333236 -2.294761 -0.32 0.05 0.50
H 0.726724 -3.260428 -2.182598 0.41 0.11 -0.09
H 1.783050 -4.104301 -3.334857 -0.07 0.05 -0.13
H 1.777507 -2.323622 -3.294841 -0.24 -0.13 -0.14
N -2.680037 -2.087362 -1.715839 0.37 1.12 -0.03
H -1.891771 -2.253210 -1.082761 -0.24 0.21 -0.42
H -2.445182 -1.358520 -2.413351 -0.02 -0.58 0.81
H -2.842075 -2.919068 -2.239934 -0.11 -0.73 -0.36
```
Forces are in eV/Å.

Total charge: +1
Gap between HOMO and LUMO in eV: 6.02
LUMO level in Ha: -0.1060
ΔE to the lowest compared entry with this formula, charge and spin in kcal/mol: 18.14
Highest occupied orbital energy in eV: -8.90
M in Da: 538.752

Charges in e, computed with natural (NBO), in the same order as the atoms: number 1, Ca, carries 1.780; number 2, N, carries -0.817; number 3, C, carries 0.610; number 4, N, carries -0.570; number 5, C, carries 0.614; number 6, N, carries -0.754; number 7, N, carries -0.554; number 8, C, carries 0.453; number 9, N, carries -0.672; number 10, C, carries 0.148; number 11, C, carries -0.197; number 12, C, carries -0.143; number 13, C, carries -0.236; number 14, C, carries 0.044; number 15, N, carries -0.501; number 16, H, carries 0.399; number 17, H, carries 0.428; number 18, H, carries 0.420; number 19, H, carries 0.422; number 20, H, carries 0.253; number 21, H, carries 0.230; number 22, H, carries 0.238; number 23, H, carries 0.205; number 24, F, carries -0.353; number 25, C, carries 0.385; number 26, C, carries -0.314; number 27, C, carries -0.220; number 28, C, carries -0.075; number 29, C, carries -0.992; number 30, C, carries -0.322; number 31, C, carries -0.284; number 32, H, carries 0.233; number 33, H, carries 0.222; number 34, H, carries 0.199; number 35, H, carries 0.204; number 36, H, carries 0.220; number 37, H, carries 0.232; number 38, C, carries -0.854; number 39, S, carries 1.315; number 40, C, carries -0.832; number 41, O, carries -1.113; number 42, H, carries 0.251; number 43, H, carries 0.255; number 44, H, carries 0.249; number 45, H, carries 0.248; number 46, H, carries 0.265; number 47, H, carries 0.243; number 48, C, carries -0.640; number 49, C, carries -0.579; number 50, S, carries 1.267; number 51, O, carries -1.111; number 52, C, carries -0.586; number 53, C, carries -0.612; number 54, H, carries 0.237; number 55, H, carries 0.210; number 56, H, carries 0.249; number 57, H, carries 0.220; number 58, H, carries 0.244; number 59, H, carries 0.239; number 60, H, carries 0.236; number 61, H, carries 0.223; number 62, H, carries 0.231; number 63, H, carries 0.202; number 64, N, carries -1.099; number 65, H, carries 0.371; number 66, H, carries 0.371; number 67, H, carries 0.365



No. 3
2 unconnected molecules or ions with the total composition C4H9BrS. Source: the Open Molecules 2025 dataset; level of theory: ωB97M-V/def2-TZVPD.

The geometry in XYZ format:
```
15
Properties=species:S:1:pos:R:3:forces:R:3
C -1.581867 0.260227 0.640415 0.25 1.54 1.02
C -0.276332 -0.045614 -1.509111 1.11 -1.55 1.47
C 1.576978 0.698716 0.861725 -1.94 -1.08 -1.66
C -0.440086 -0.405506 -0.052100 1.63 2.03 0.33
S -0.086667 -1.941415 0.529021 1.24 -2.04 -0.40
Br 3.010409 0.029274 -0.192319 -0.08 -0.17 0.36
H -2.011861 -0.326644 1.438102 0.28 -0.22 0.59
H -1.141184 1.223186 1.080624 -1.26 -1.15 -0.64
H -2.461044 0.431808 0.001789 0.57 0.34 -0.21
H 0.264525 -0.926307 -1.956426 -0.68 1.48 -0.38
H 0.270867 0.869653 -1.444402 0.71 0.43 -0.82
H -1.253223 0.206857 -1.843494 -0.78 -0.33 -1.04
H 1.481024 0.407853 1.866117 0.35 -1.18 1.14
H 1.597368 1.747725 0.843000 -0.14 1.49 -0.56
H 1.051086 -2.229816 -0.262939 -1.26 0.42 0.82
```
Forces are in eV/Å.

Gap between HOMO and LUMO (spin up / spin down) in eV: 7.86 / 7.44
LUMO level (spin up / spin down) in Ha: 0.0097 / 0.0061
ΔE to the lowest compared entry with this formula, charge and spin in kcal/mol: 66.11
Highest occupied orbital energy (spin up / spin down) in eV: -7.59 / -7.28
M in Da: 169.087

Charges in e, computed with natural (NBO), in the same order as the atoms: number 1, C, carries -0.694; number 2, C, carries -0.682; number 3, C, carries -0.570; number 4, C, carries -0.042; number 5, S, carries 0.105; number 6, Br, carries -0.004; number 7, H, carries 0.225; number 8, H, carries 0.250; number 9, H, carries 0.222; number 10, H, carries 0.228; number 11, H, carries 0.246; number 12, H, carries 0.218; number 13, H, carries 0.180; number 14, H, carries 0.173; number 15, H, carries 0.145



No. 4
A molecular structure, C5H10INOS. Source: the Open Molecules 2025 dataset; level of theory: ωB97M-V/def2-TZVPD.

The geometry in XYZ format:
```
19
Properties=species:S:1:pos:R:3:forces:R:3
C -1.406281 -1.365476 -1.085968 -2.31 2.01 0.23
C -1.887378 -0.027693 -0.320198 -1.97 0.36 -0.39
C -0.002904 -1.640729 -0.686943 -1.01 3.36 -0.85
C 1.530418 1.946702 1.226665 -2.41 0.16 -1.23
C 1.352523 1.035866 0.032607 -0.60 -2.50 2.51
N -1.167547 0.122863 0.930906 -0.84 0.16 -0.66
O 0.885374 -0.928580 1.944962 -1.10 1.17 -3.45
S 0.211704 -0.397238 0.688368 3.75 -1.12 3.06
I 3.048893 0.137520 -0.766410 0.87 -0.04 -0.12
H -2.073657 -2.106720 -0.731527 -0.56 -0.93 0.52
H -1.627586 -1.318762 -2.166049 0.55 0.26 0.38
H -1.868035 0.917653 -0.952390 0.17 -1.14 0.45
H -2.945487 -0.155612 0.035564 0.72 0.14 -0.91
H 0.028087 -2.583774 -0.319402 1.17 -2.74 1.17
H 0.489336 -1.397125 -1.596615 1.76 -0.19 -0.08
H 1.599306 1.262368 1.988572 1.24 -1.13 2.45
H 2.378553 2.513086 0.993926 1.15 1.24 0.47
H 0.592379 2.512915 1.519256 1.11 -0.27 -0.99
H 0.862293 1.472741 -0.735315 -1.69 1.22 -2.57
```
Forces are in eV/Å.

Gap between HOMO and LUMO in eV: 9.35
LUMO level in Ha: 0.0142
ΔE to the lowest compared entry with this formula, charge and spin in kcal/mol: 26.54
Highest occupied orbital energy in eV: -8.96
M in Da: 259.112

Charges in e, computed with natural (NBO), in the same order as the atoms: number 1, C, carries -0.432; number 2, C, carries -0.246; number 3, C, carries -0.622; number 4, C, carries -0.665; number 5, C, carries -0.502; number 6, N, carries -0.905; number 7, O, carries -0.915; number 8, S, carries 1.911; number 9, I, carries 0.143; number 10, H, carries 0.213; number 11, H, carries 0.220; number 12, H, carries 0.176; number 13, H, carries 0.212; number 14, H, carries 0.249; number 15, H, carries 0.252; number 16, H, carries 0.246; number 17, H, carries 0.227; number 18, H, carries 0.240; number 19, H, carries 0.199